[1]
Computed, not measured: 2 unconnected molecules or ions with the total composition C6H15O2 at a distorted geometry, with the ωB97M-V functional and the def2-TZVPD basis.

```
23
C6H15O2 (the ωB97M-V functional and the def2-TZVPD basis)
C 2.3393 0.6230 1.9524
O 1.6373 0.8524 3.0971
C 1.7357 -0.4636 1.0109
C 0.4446 -0.0375 0.3510
C -0.2731 -1.2211 -0.4037
C -1.7687 -1.1255 -0.3491
C 0.2948 -1.3332 -1.8480
H 3.3678 0.2950 2.2298
H 2.4115 1.5741 1.3607
H 2.4760 -0.7487 0.2600
H 1.5171 -1.3292 1.6480
H 0.5792 0.7579 -0.3879
H -0.2704 0.3437 1.0855
H 0.0415 -2.1341 0.1164
H -2.0503 -0.6971 0.6188
H -2.3157 -2.0689 -0.4272
H -2.2343 -0.5016 -1.1213
H 1.1888 -1.9445 -1.8600
H 0.4120 -0.3156 -2.2160
H -0.4833 -1.8163 -2.4463
H -2.3534 3.6746 -1.2755
H -3.3665 3.8700 -0.2239
O -3.3300 3.7461 -1.1716
```

## Properties
multiplicity = 1
charge = -1
HOMO-LUMO gap = 5.21 eV

[2]
Computed, not measured: 2 unconnected molecules or ions with the total composition CH3IN5 at a distorted geometry, with the ωB97M-V functional and the def2-TZVPD basis.

```
10
CH3IN5 (the ωB97M-V functional and the def2-TZVPD basis)
C -1.8970 0.8438 0.4894
N -2.3295 -0.1804 -0.2374
N -0.5917 0.7745 0.5912
N -1.3047 -0.8010 -0.7381
N -0.2580 -0.2053 -0.2354
N 0.9855 -0.5447 -0.4914
I -5.4586 0.6090 -0.2123
H -2.4757 1.5511 0.9375
H 1.6694 0.1549 -0.1882
H 1.3770 -1.4787 -0.5375
```

## Properties
multiplicity = 1
charge = +1
HOMO-LUMO gap (spin up / spin down) = 4.09 / 3.85 eV

Calculated electronic energy, -10559.5531, -16623.6967 eV (same order as the records).
Calculated energy relative to the best compared isomer or geometry (same formula, charge and spin), 1.093, 1.715 eV (same order as the records).